5
Properties=species:S:1:pos:R:3:forces:R:3 method="wB97M-V/def2-TZVPD" gap_ha="0.2093 / 0.2081" charge=+1 e_above_lowest_kcal_mol=62.6 total_energy_ev=-4489.25545 largest_force_ha_per_bohr=0.026 homo_energy_ev="-18.31 / -18.30" mol_weight_g_mol=44.04
N 2.199347 -3.654860 1.066950 -0.67 0.68 -0.48
N 1.524670 -2.926479 0.602839 0.64 -0.60 0.47
N 0.038775 -0.074578 0.103932 -0.20 1.10 -0.47
H 0.433850 0.651212 -0.538466 1.04 -0.52 -0.35
H -0.847781 0.394414 0.368611 -0.81 -0.67 0.83

=====

11
Properties=species:S:1:pos:R:3:forces:R:3 method="wB97M-V/def2-TZVPD" gap_ha="0.2054 / 0.2051" e_above_lowest_kcal_mol=57.2 total_energy_ev=-9708.14161 largest_force_ha_per_bohr=0.019 homo_energy_ev="-6.51 / -6.51" s_squared=0.753 multiplicity=2 mol_weight_g_mol=100.94
C -1.118872 0.409675 0.416644 -0.78 -0.25 0.55
C 0.241321 -0.100898 0.063111 0.28 -0.62 0.01
O 1.103586 0.993692 -0.185623 -0.04 0.35 -0.01
O -1.987098 -0.166838 0.998352 0.87 0.32 -0.31
H 0.132679 -0.752320 -0.820336 -0.02 0.17 0.20
H 0.596809 -0.728806 0.897564 -0.04 0.17 -0.23
O 2.706945 -0.476043 -0.576553 0.36 -0.24 -0.07
C 2.399035 0.732032 -0.508622 0.29 0.05 -0.03
Li -3.925870 -0.368857 1.133867 0.00 0.30 -0.86
Li 4.352267 0.396159 -0.940800 -0.84 -0.02 0.16
H -4.500804 0.062206 -0.477609 -0.07 -0.22 0.59

=====

19
Properties=species:S:1:pos:R:3:forces:R:3 method="wB97M-V/def2-TZVPD" gap_ha=0.3278 charge=+1 e_above_lowest_kcal_mol=79.9 smiles="C=[N+]1[C@]2(C)[C@H](C)[C@@]12N" total_energy_ev=-9371.26843 largest_force_ha_per_bohr=0.022 homo_energy_ev=-12.29 mol_weight_g_mol=111.17
C -1.941293 -0.010274 1.226438 -1.00 0.21 0.49
N -0.860546 0.100948 0.560232 0.34 -0.02 0.08
C -0.040524 -0.698623 -0.205987 0.81 0.05 -0.60
C -0.408404 -1.922646 -0.942298 -0.13 -0.03 0.06
C 1.148247 0.238055 -0.231404 0.03 -0.02 0.56
C 2.072070 0.273941 0.971871 -0.02 0.08 -0.14
C -0.130568 1.008183 -0.206765 0.22 -0.27 -0.57
N -0.606352 2.017810 -0.929366 -0.10 0.09 0.12
H -2.324452 -0.986011 1.463209 0.08 -0.21 -0.06
H -2.451477 0.866158 1.580054 0.01 0.24 -0.03
H -0.791331 -2.668950 -0.245253 0.03 -0.10 -0.02
H 0.465774 -2.332178 -1.440836 0.00 -0.01 0.01
H -1.186410 -1.736744 -1.684966 -0.10 0.05 -0.03
H 1.701912 0.287297 -1.169953 -0.27 -0.02 -0.12
H 1.518454 0.173366 1.901378 -0.06 0.00 0.08
H 2.627023 1.206606 0.993518 0.11 0.11 0.03
H 2.782591 -0.543008 0.899833 0.10 -0.11 0.04
H 0.021719 2.544760 -1.515399 -0.04 0.00 0.10
H -1.596438 2.181318 -1.024304 -0.01 -0.02 -0.01

=====

8
Properties=species:S:1:pos:R:3:forces:R:3 method="wB97M-V/def2-TZVPD" gap_ha="0.2675 / 0.2675" charge=-1 e_above_lowest_kcal_mol=65.3 total_energy_ev=-15958.07219 largest_force_ha_per_bohr=0.134 homo_energy_ev="-2.94 / -2.94" mol_weight_g_mol=92.01
C -0.231689 -0.833606 0.309196 -1.51 6.52 0.01
N 0.330935 -1.792872 0.626645 3.51 -5.84 1.04
O -2.499942 -0.506756 -1.267908 0.49 -0.01 1.81
O -2.043865 1.186056 0.665645 -1.29 -1.46 -1.50
P -2.111095 -0.494201 0.223929 -1.11 1.48 -1.60
H 0.569670 0.824229 0.808124 -0.54 -1.43 -0.56
H 1.303585 -2.035776 0.831987 -0.78 0.75 -0.09
H -1.432852 1.412830 1.341910 1.23 -0.01 0.89

=====

22
Properties=species:S:1:pos:R:3:forces:R:3 method="wB97M-V/def2-TZVPD" gap_ha=0.3310 charge=-1 e_above_lowest_kcal_mol=0.0 total_energy_ev=-50215.64678 largest_force_ha_per_bohr=0.055 homo_energy_ev=-5.74 mol_weight_g_mol=250.71
C -1.292905 -0.369056 1.967699 0.10 0.03 -0.36
C 0.292828 1.208711 0.845149 -0.05 0.01 -0.02
C -1.869436 0.659607 -0.260994 0.29 -0.15 0.20
C -0.736609 0.096922 0.611629 -0.50 0.73 0.52
N -0.208609 -1.051336 -0.090510 0.73 -0.25 -0.34
O 1.515617 -2.718804 -0.585401 0.18 -0.14 -0.14
O 2.195554 -0.336150 -1.016281 0.19 -0.32 0.89
O 1.926111 -1.253395 1.311511 0.17 0.38 -0.20
O 0.725226 1.098965 -2.330168 -0.24 0.06 0.49
O 0.838145 -1.267081 -2.901566 -0.21 -0.63 0.32
S 1.230263 -1.485036 0.071675 -0.87 -1.81 1.39
S 1.434344 -0.141918 -2.286180 -0.78 1.38 -2.37
Cl 2.999662 0.233894 -3.476565 1.39 0.27 -0.82
H -1.792737 0.448863 2.484558 -0.05 0.09 0.09
H -2.001062 -1.179476 1.808016 -0.10 -0.09 0.02
H -0.471909 -0.740822 2.574504 0.07 -0.04 0.17
H -0.144572 1.996947 1.459109 -0.03 0.07 0.02
H 0.602610 1.626882 -0.110141 0.01 0.11 0.08
H 1.163298 0.795839 1.349471 -0.02 0.26 0.13
H -2.634792 -0.096126 -0.411530 -0.15 -0.12 -0.02
H -2.310804 1.535093 0.214200 -0.09 0.09 0.04
H -1.460223 0.937476 -1.228183 -0.03 0.07 -0.08

=====

13
Properties=species:S:1:pos:R:3:forces:R:3 method="wB97M-V/def2-TZVPD" gap_ha=0.3390 e_above_lowest_kcal_mol=96.8 total_energy_ev=-27959.07905 largest_force_ha_per_bohr=0.187 homo_energy_ev=-9.19 mol_weight_g_mol=134.22
C -0.058235 -0.158901 -0.157017 -2.20 1.76 0.01
C 0.999118 0.489304 -1.069839 0.09 0.06 -0.82
C -1.120034 1.132858 0.334918 9.45 -0.87 1.54
C 0.642653 -0.670036 0.956545 8.19 -3.52 0.54
H -1.605780 -2.281163 0.011266 0.61 0.94 0.18
H 1.011615 0.052771 -2.264367 0.10 1.68 3.59
H 1.965788 0.422120 -0.412049 -1.35 -0.20 -2.44
H -1.964909 1.037782 -0.090181 -5.94 -0.37 -3.50
H -1.240706 1.297510 1.431835 0.66 -0.07 -0.89
H 0.093014 -0.799446 1.792767 -1.84 -0.51 3.21
O 1.893099 -1.105185 0.995447 -6.04 2.48 -0.36
S -0.873444 -1.573830 -0.908823 -0.48 -0.87 -1.17
S 0.257821 2.156213 -0.620501 -1.25 -0.51 0.12